Entry 1:
This record from the OMol25 dataset describes 11 unconnected molecules or ions with the total composition C48H74BN2O31. The level of theory is ωB97M-V/def2-TZVPD.

Kohn-Sham gap   3.88 eV
Energy relative to the best compared isomer or geometry (same formula, charge and spin)   0.0 kcal/mol
HOMO   -2.3 eV

```
! RIJCOSX wB97M-V def2-TZVPD def2/J DEFGRID3
* xyz -1 1
O 5.673 5.588 -5.946
O 2.208 -8.352 -4.539
O -2.672 6.782 5.336
O -1.092 6.554 6.878
O -4.608 -1.213 -2.838
O 2.327 0.204 -2.455
O 3.869 4.947 -4.762
O 5.207 -2.497 -3.035
O -2.161 4.016 -2.551
O 4.449 -2.816 -0.946
O 1.342 2.136 -3.055
O -1.828 -5.391 6.180
O 6.484 -1.980 -1.248
O 0.941 0.229 -4.183
O -6.814 8.031 7.353
O -8.967 7.816 6.730
O -1.867 4.293 2.286
O -3.505 -5.250 7.675
O 3.987 0.672 -7.479
O -3.204 -3.605 6.210
O 4.249 4.049 -6.754
O -2.118 8.541 6.620
O -7.322 7.902 5.195
O 0.236 3.793 1.672
O 3.815 -9.111 -3.204
O -3.974 4.669 -1.390
O -1.156 4.654 0.178
O -3.961 4.873 -3.605
O 5.919 1.204 -6.471
O 1.688 -9.057 -2.464
O 5.896 0.866 -8.667
N 3.460 -5.749 1.671
N -2.941 0.072 -1.528
C -2.918 1.259 1.523
C -5.310 5.102 -3.199
C -0.028 -4.639 2.759
C -2.119 -3.173 3.099
C -2.369 -2.542 1.733
C 2.391 -4.674 3.641
C -1.373 5.226 6.411
C 4.420 -8.954 -4.488
C -2.084 1.286 -4.321
C 5.053 -2.802 0.351
C 6.202 -1.830 0.150
C -3.943 1.315 0.380
C 1.513 0.966 -3.219
C 3.186 3.271 -6.170
C -2.911 -0.071 2.296
C -0.649 -3.417 3.449
C 4.089 -4.969 0.734
C 3.536 -5.528 3.109
C -4.457 -3.336 6.844
C -2.910 0.001 -4.213
C -3.333 1.358 -1.023
C -4.371 -4.192 8.094
C -5.934 8.261 5.247
C -2.751 -4.805 6.637
C 2.488 -8.864 -3.316
C -5.151 5.398 -1.717
C -5.564 7.885 6.667
C 1.006 -5.358 3.632
C 1.560 -1.061 -4.210
C 2.960 -6.602 -0.331
C 7.290 1.204 -6.872
C 0.130 4.651 -0.458
C -3.249 4.477 -2.515
C 3.438 -8.033 -5.192
C 5.369 -2.439 -1.859
C 0.896 3.666 0.401
C 2.777 -6.747 1.029
C -1.945 -1.075 1.642
C -1.970 7.401 6.306
C 2.107 -1.176 -2.801
C -7.816 7.907 6.453
C 4.686 4.927 -5.829
C -2.075 5.490 5.094
C 7.178 1.431 -8.370
C -1.015 4.253 1.450
C 2.681 4.186 -5.075
C 5.153 0.883 -7.538
C 3.790 -5.466 -0.517
B -3.459 -0.343 -2.743
H -1.910 -3.124 0.929
H -1.387 5.569 4.257
H -4.810 8.535 7.101
H -3.903 -3.665 8.927
H 2.216 -7.500 1.559
H 0.543 5.662 -0.414
H 2.344 -1.058 -4.969
H 1.906 4.872 -5.417
H 2.440 3.033 -6.922
H -4.589 -1.745 -2.035
H 5.416 -8.534 -4.379
H -5.842 9.333 5.065
H 7.725 0.233 -6.628
H -2.699 2.185 -4.256
H -1.588 1.341 -5.299
H -3.924 -0.480 2.311
H -0.578 -3.546 4.532
H 3.040 -1.725 -2.737
H 2.553 -7.234 -1.102
H -3.150 2.056 2.235
H -2.309 -0.842 -4.578
H -4.548 -2.272 7.046
H 7.160 2.490 -8.628
H -0.450 4.665 6.304
H -4.093 1.851 -1.665
H -1.304 1.330 -3.563
H 4.326 -2.485 1.093
H 3.530 -6.499 3.605
H 3.350 -8.217 -6.259
H 0.035 4.332 -1.492
H -4.974 6.460 -1.525
H 1.951 3.900 0.506
H 5.910 -0.795 0.337
H -2.486 2.068 -0.966
H -2.592 0.127 3.327
H -2.558 -2.544 3.880
H -5.734 5.927 -3.767
H 7.086 -2.069 0.733
H 0.625 -5.377 4.656
H -3.766 0.061 -4.898
H -0.078 -2.517 3.196
H -4.575 2.205 0.515
H -5.374 7.718 4.492
H 2.350 -3.722 3.105
H -1.861 -0.818 0.581
H 4.488 -5.028 3.298
H 0.779 2.641 0.048
H 5.397 -3.812 0.585
H -3.449 -2.573 1.553
H -5.260 -3.648 6.175
H 1.375 -1.594 -2.108
H -5.326 -4.599 8.414
H 0.452 -4.352 1.819
H 2.332 3.641 -4.206
H -5.890 4.196 -3.380
H -2.651 -4.131 3.158
H 3.661 -6.978 -5.022
H 4.486 -9.932 -4.967
H -2.016 4.732 7.141
H -1.903 1.440 1.152
H 7.828 1.988 -6.348
H -4.615 0.453 0.442
H 3.605 2.348 -5.779
H -0.957 -0.945 2.096
H -5.237 6.847 6.746
H 1.096 -6.402 3.323
H 0.817 -1.816 -4.451
H 4.708 -4.123 0.989
H 7.947 0.926 -8.948
H -5.981 5.052 -1.107
H 2.649 -4.429 4.677
H -2.839 4.761 4.845
H -0.820 -5.351 2.509
H 4.143 -5.071 -1.457
*
```

=====

Entry 2:
This record from the OMol25 dataset describes 12 unconnected molecules or ions with the total composition C48H74N2O32. The level of theory is ωB97M-V/def2-TZVPD.

Kohn-Sham gap (spin up / spin down)   4.57 / 0.87 eV
HOMO (spin up / spin down)   -9.1 / -9.1 eV

```
! RIJCOSX wB97M-V def2-TZVPD def2/J DEFGRID3
* xyz 1 2
O -16.940 -1.014 -16.316
O -11.696 3.897 -25.001
O -16.317 -1.417 -18.521
O -10.759 -2.109 -28.453
O -7.197 4.963 -23.476
O -7.784 2.814 -23.084
O -13.832 -8.414 -24.376
O -14.910 -0.329 -17.226
O -15.233 -2.354 -29.818
O -10.451 2.625 -26.357
O -6.900 4.135 -16.905
O -12.779 -10.040 -25.465
O -9.607 -2.983 -16.091
O -16.318 -3.175 -24.578
O -12.832 2.268 -26.234
O -17.180 3.091 -23.099
O -11.618 3.023 -19.252
O -18.966 -7.386 -22.446
O -7.409 4.063 -21.387
O -8.529 -5.989 -24.465
O -16.020 -9.542 -18.500
O -16.375 4.132 -21.484
O -15.558 2.060 -22.027
O -11.912 -7.978 -25.277
O -14.234 -0.881 -31.083
O -12.331 -0.911 -27.470
O -8.340 -3.889 -23.624
O -6.998 -0.699 -20.462
O -13.340 -2.996 -30.985
O -9.090 -4.016 -25.595
O -12.457 -3.271 -27.646
O -11.398 -0.488 -24.233
N -9.322 2.500 -17.887
N -14.929 -0.780 -23.503
C -9.681 -1.669 -18.008
C -15.227 -1.083 -19.421
C -13.469 -7.158 -23.816
C -15.931 -2.093 -25.435
C -10.654 0.363 -23.393
C -7.496 4.021 -22.738
C -16.961 -7.381 -21.210
C -8.911 -2.484 -17.186
C -14.192 -2.162 -30.655
C -16.257 -7.938 -20.182
C -7.656 -1.342 -19.474
C -9.430 3.177 -25.524
C -9.172 -2.649 -25.317
C -6.775 2.769 -17.115
C -16.735 -9.114 -19.598
C -16.359 3.002 -22.208
C -9.037 -1.063 -19.111
C -16.116 -0.871 -24.540
C -17.356 4.457 -23.481
C -12.481 3.067 -20.411
C -6.967 -2.164 -18.547
C -12.791 -8.939 -25.055
C -10.449 1.729 -17.621
C -7.283 2.771 -20.896
C -15.463 -4.300 -24.371
C -10.303 4.042 -24.589
C -18.161 -8.064 -21.565
C -18.574 -9.312 -21.030
C -16.084 -1.246 -29.907
C -11.656 1.717 -18.659
C -8.248 2.162 -16.892
C -6.070 5.053 -17.555
C -8.746 -2.535 -23.896
C -7.545 -2.817 -17.429
C -11.797 2.934 -25.958
C -13.775 -0.147 -24.063
C -11.866 -2.189 -27.779
C -8.064 2.020 -21.954
C -12.365 -6.768 -24.741
C -17.894 -9.796 -19.959
C -14.181 -0.553 -18.491
C -16.160 -0.925 -17.238
C -16.979 5.171 -22.300
C -12.542 -0.901 -23.532
C -15.119 -0.128 -30.295
C -11.287 -0.056 -27.689
C -10.377 -0.745 -28.644
C -8.624 -4.739 -24.585
H -9.108 1.978 -21.644
H -6.028 2.274 -16.495
H -9.635 -0.333 -19.636
H -10.222 -2.418 -25.494
H -12.445 -0.919 -22.446
H -16.414 0.097 -24.943
H -11.485 -6.511 -24.151
H -10.906 1.423 -23.351
H -17.809 5.553 -21.706
H -11.632 0.868 -28.153
H -12.612 1.597 -18.147
H -14.944 -2.155 -25.893
H -8.763 2.515 -24.972
H -15.216 -0.457 -22.591
H -14.534 0.342 -29.504
H -9.000 -3.079 -15.353
H -9.713 0.493 -23.928
H -15.486 -0.371 -20.205
H -15.074 -5.064 -25.044
H -6.249 2.546 -20.635
H -13.736 0.941 -24.026
H -10.597 -0.485 -29.680
H -16.868 -1.333 -30.660
H -5.238 5.568 -17.076
H -5.994 4.848 -18.623
H -16.193 -4.913 -23.842
H -7.635 1.043 -22.177
H -18.397 4.662 -23.734
H -13.732 -0.314 -25.139
H -6.661 5.968 -17.611
H -16.544 6.105 -22.654
H -8.875 3.755 -26.264
H -10.535 0.030 -22.362
H -6.060 -0.557 -20.316
H -14.369 -6.543 -23.842
H -10.702 -1.444 -17.736
H -12.374 4.084 -20.786
H -10.814 1.843 -16.600
H -12.766 -1.931 -23.809
H -16.733 4.773 -24.317
H -9.500 -2.103 -23.238
H -19.798 -7.337 -21.970
H -13.491 3.124 -20.005
H -9.561 3.477 -17.802
H -16.736 -6.400 -21.601
H -10.093 0.730 -17.370
H -10.141 5.109 -24.738
H -9.354 -0.518 -28.344
H -16.494 -0.939 -28.945
H -8.039 2.671 -20.117
H -8.183 1.074 -16.892
H -19.437 -9.885 -21.333
H -11.543 0.858 -19.321
H -12.644 -5.978 -25.438
H -17.027 -1.209 -24.046
H -8.670 2.391 -15.914
H -13.357 -1.261 -18.398
H -18.096 -10.773 -19.546
H -5.950 -2.395 -18.825
H -7.778 -2.038 -23.835
H -13.116 -7.225 -22.787
H -14.654 -4.096 -23.670
H -6.947 -3.380 -16.727
H -10.325 3.811 -23.524
H -13.740 0.390 -18.815
H -8.418 -2.202 -25.965
H -15.337 -7.490 -19.835
H -12.054 2.382 -21.143
H -15.627 -8.881 -17.925
H -16.586 -2.231 -26.296
H -15.678 0.522 -30.968
H -14.780 -2.014 -19.769
H -6.519 2.574 -18.157
H -10.782 0.335 -26.805
*
```

=====

Entry 3:
This record from the OMol25 dataset describes a molecular structure, C48H78F18O30. The level of theory is ωB97M-V/def2-TZVPD.

Kohn-Sham gap   10.81 eV
Energy relative to the best compared isomer or geometry (same formula, charge and spin)   194.8 kcal/mol
HOMO   -10.5 eV

```
! RIJCOSX wB97M-V def2-TZVPD def2/J DEFGRID3
* xyz 0 1
F 1.136 2.964 0.702
F -2.402 -2.800 -6.468
F -1.191 -2.209 -4.799
F -0.249 -3.120 -6.453
F -1.403 4.458 -2.101
F -4.176 5.901 6.839
F -2.832 5.864 -2.979
F -4.157 5.416 4.725
F -5.623 4.479 6.013
F -0.481 5.721 2.298
F -0.785 3.939 0.347
F 5.586 3.442 -6.517
F 5.163 4.809 -4.891
F -0.605 2.342 1.845
F 0.252 7.412 3.416
F 5.812 2.853 -4.400
F -0.157 5.593 4.456
F -3.306 3.733 -2.871
O 7.430 1.011 -2.011
O 3.036 2.959 -4.213
O -4.873 0.133 4.983
O 1.361 -6.589 1.725
O 2.447 -3.798 -2.472
O 3.019 3.240 -6.375
O -3.429 -0.522 -3.853
O 1.760 -2.738 -0.604
O 2.568 6.538 3.570
O 4.431 -2.863 4.477
O -4.449 4.357 -0.651
O -0.379 -7.421 2.829
O -3.971 -1.256 -1.824
O -0.675 -5.689 1.680
O 6.576 -0.826 -2.962
O -3.963 -1.308 3.682
O -5.397 0.215 2.815
O -3.842 -2.648 -3.430
O -2.538 3.526 5.270
O -1.611 1.031 -0.189
O -3.492 3.115 7.257
O -2.567 -5.138 -5.569
O -0.041 1.738 -1.533
O 3.439 -4.191 -0.670
O -0.821 -4.925 -4.255
O 5.355 0.286 -1.674
O -2.838 5.765 -0.072
O 2.084 4.587 2.678
O 2.324 -2.895 3.722
O 3.338 -1.042 4.501
C 0.633 3.790 -5.878
C 3.597 3.147 -5.198
C 7.642 -0.968 -3.888
C -1.369 -3.153 -5.736
C 3.623 1.758 -0.639
C 0.311 -8.527 3.358
C 4.771 7.386 4.008
C 5.088 1.468 -0.905
C 0.234 -6.541 2.067
C -3.176 -6.159 -4.747
C 4.656 -4.248 4.530
C -0.257 -0.616 -2.126
C -4.269 3.661 1.737
C 6.557 0.248 -2.236
C -4.419 -0.053 -1.259
C 2.468 0.131 2.546
C 1.798 -2.930 -3.442
C -4.361 4.898 5.941
C -0.622 0.794 -2.494
C 3.631 -3.987 0.712
C -4.803 -0.290 3.727
C -1.439 -4.232 0.010
C -3.457 -3.034 -4.745
C 2.465 -3.478 -1.214
C -0.259 -4.534 0.927
C -5.739 1.185 5.305
C -2.697 4.754 -2.237
C -5.066 4.300 0.614
C 0.292 6.076 3.291
C -1.399 2.711 5.558
C 2.288 -0.234 4.002
C 3.931 6.139 3.814
C -3.675 -1.931 2.441
C -0.457 3.211 6.655
C 1.753 5.616 3.123
C -3.324 5.009 -0.853
C 5.083 3.516 -5.301
C -3.727 -1.372 -3.094
C -4.286 -6.746 -5.586
C -1.531 -4.530 -5.069
C -2.388 -1.433 1.799
C -4.548 -2.909 -5.809
C -0.686 1.729 -0.435
C 1.658 2.829 -6.435
C -3.388 3.740 6.246
C 4.789 -3.058 0.995
C 3.249 -2.321 4.205
C -0.193 2.744 0.618
H -5.016 -6.010 -5.913
H 0.234 3.988 6.322
H -0.707 -1.307 -2.845
H -2.488 -2.614 -5.019
H -3.528 -2.990 2.658
H 5.633 2.308 -1.340
H -1.679 1.693 5.842
H 0.819 4.067 -4.835
H 4.343 5.546 3.002
H -3.731 4.427 2.291
H -5.316 -2.149 -5.698
H 5.063 7.944 3.126
H -1.688 -5.128 -0.558
H 4.452 -2.015 0.970
H 5.239 -3.167 1.983
H 4.664 -4.850 3.623
H 3.104 2.301 -1.425
H 3.624 2.334 0.287
H -4.476 -1.861 1.705
H 2.529 -0.790 1.956
H 0.808 -0.811 -2.064
H 0.622 4.786 -6.340
H -4.485 -0.167 -0.184
H 4.023 -4.692 5.304
H 2.172 -1.912 -3.381
H 0.065 2.337 7.034
H 7.228 -1.552 -4.708
H -1.156 -3.430 -0.673
H -3.476 -5.722 -3.798
H 2.268 0.618 4.680
H 1.316 2.578 -7.440
H -3.745 0.783 -1.447
H 5.653 7.075 4.578
H 5.588 1.348 0.066
H -5.581 2.000 4.596
H -4.741 -7.561 -5.021
H -2.513 -0.372 1.584
H 2.020 -3.372 -4.406
H -0.952 3.751 7.467
H 2.700 -3.910 1.270
H -0.435 -9.125 3.882
H -2.196 -1.973 0.873
H -2.314 -3.929 0.586
H -0.795 2.620 4.657
H 3.073 0.837 -0.428
H 4.299 8.068 4.723
H 1.535 1.881 -5.900
H 1.285 -0.660 4.096
H 7.970 0.002 -4.262
H 3.421 0.639 2.369
H 5.642 -4.442 4.962
H 8.491 -1.510 -3.474
H -5.497 1.632 6.267
H -3.290 -4.113 -4.697
H -5.529 5.236 0.935
H -1.542 -1.586 2.470
H -2.462 -6.960 -4.554
H 1.115 -8.284 4.053
H 0.552 -4.922 0.313
H 1.659 0.749 2.167
H -5.969 3.707 0.452
H -0.402 3.453 -5.920
H 3.939 5.588 4.754
H -6.785 0.894 5.370
H -5.034 -3.883 -5.917
H -3.866 -7.217 -6.475
H -0.710 -0.883 -1.168
H 0.752 -3.068 -3.169
H -5.373 0.269 -1.680
H -1.695 0.987 -2.521
H -4.977 3.192 2.421
H -3.572 2.893 1.405
H -0.191 1.130 -3.437
H -4.116 -2.775 -6.806
H 0.707 -9.214 2.603
H 3.967 -4.947 1.132
H 5.623 -3.172 0.303
H -0.014 -3.623 1.467
*
```

=====

| no. | largest force on an atom (eV/Å) |
| --- | --- |
| 1 | 7.27 |
| 2 | 8.22 |
| 3 | 8.34 |